1.
49
Properties=species:S:1:pos:R:3:nbo_charge:R:1 method="wB97M-V/def2-TZVPD" total_energy_ev=-45031.6141 e_above_lowest_kj_mol=86.7 total_charge=-1
Pd 1.80722 0.45877 0.60481 0.84
N 2.53774 -1.50795 1.61738 -0.84
C 1.91019 -1.45362 2.95302 -0.30
C 1.95145 -0.02290 3.49269 0.62
O 2.30719 0.16897 4.66099 -0.70
N 1.54179 0.87200 2.59385 -0.66
C 1.85460 2.27783 2.80363 -0.36
C 3.08256 2.69538 1.98153 0.77
O 3.62853 3.76364 2.24121 -0.70
O 3.44269 1.86582 1.05586 -0.80
H 2.42493 -2.42254 1.19926 0.37
H 3.52879 -1.30619 1.68517 0.38
H 2.39353 -2.10522 3.67984 0.19
H 0.86654 -1.75670 2.84141 0.21
H 2.05296 2.51035 3.84673 0.22
H 1.03363 2.90205 2.44085 0.19
C -4.44140 2.23399 -2.07362 -0.22
C -3.37528 3.08354 -1.80700 -0.20
C -2.20032 2.57223 -1.27430 -0.23
C -2.06926 1.20556 -1.01710 -0.22
C -3.13972 0.36197 -1.29370 -0.24
C -4.31978 0.87583 -1.81821 -0.22
P -0.46814 0.64007 -0.31868 0.83
C -0.90595 -1.04764 0.28004 -0.33
C -1.73962 -1.14552 1.39387 -0.21
C -2.06380 -2.38095 1.93557 -0.22
C -1.54374 -3.54270 1.37822 -0.23
C -0.69801 -3.45404 0.27952 -0.23
C -0.38262 -2.21638 -0.26779 -0.17
C 0.54785 0.30424 -1.79351 -0.31
C 0.14575 0.17451 -3.11672 -0.24
C 1.11278 -0.07306 -4.08630 -0.26
C 2.44889 -0.17344 -3.71310 -0.21
C 2.83732 -0.03365 -2.38107 -0.25
C 1.89199 0.21061 -1.39432 -0.22
H -5.36615 2.63066 -2.47453 0.21
H -3.46196 4.14518 -2.00217 0.21
H -1.36746 3.23130 -1.05579 0.23
H -3.04879 -0.70118 -1.10714 0.22
H -5.14675 0.20835 -2.02830 0.21
H -2.12636 -0.23993 1.84993 0.22
H -2.71360 -2.43741 2.80057 0.21
H -1.78979 -4.50921 1.80068 0.21
H -0.28385 -4.35552 -0.15722 0.20
H 0.28373 -2.15403 -1.11989 0.22
H -0.89946 0.27388 -3.39325 0.21
H 0.82698 -0.18409 -5.12555 0.20
H 3.20328 -0.34732 -4.47267 0.20
H 3.88890 -0.09554 -2.12473 0.21

2.
50
Properties=species:S:1:pos:R:3:nbo_charge:R:1 method="wB97M-V/def2-TZVPD" total_energy_ev=-45648.1005 e_above_lowest_kj_mol=233.4 total_charge=-1
O 4.68461 4.29177 -0.43788 -0.64
O -4.74478 -6.60005 -0.75012 -1.20
O -6.04222 -5.51411 1.13763 -1.17
O -4.32764 -7.09539 1.73901 -0.79
O -3.56276 -4.90184 0.37348 -0.78
C 3.59193 3.78582 -0.43288 0.78
C 2.53649 6.10116 -5.01206 -0.24
C 3.66414 6.23418 -4.18659 -0.20
C 1.39750 5.34255 -4.62133 -0.19
C 0.97009 0.40495 0.03088 -0.19
C 0.40308 1.30096 2.16453 -0.21
C -1.00153 -1.30928 2.64726 -0.23
C -1.27909 -1.35461 0.19326 -0.23
C 3.73529 5.60931 -2.97668 -0.25
C 1.57145 4.52383 -3.48181 -0.27
C 1.97169 1.36994 -0.10689 -0.28
C 1.38206 2.29521 2.02386 -0.24
C -1.73940 -2.56733 2.52688 -0.16
C -2.03443 -2.51130 0.22274 -0.12
C 0.19063 0.32747 1.21355 0.03
C -0.73076 -0.78857 1.38550 -0.09
C 2.66883 4.76601 -2.60482 0.18
C 2.15657 2.37616 0.90535 0.12
C -2.22744 -3.22726 1.35667 -0.05
N 2.66690 4.06163 -1.39477 -0.61
N 3.19286 3.34319 0.76311 -0.62
C -2.86728 -6.97112 1.94279 -0.08
C -3.04665 -4.43107 1.59941 0.05
C -2.47489 -5.55802 2.51740 -0.44
P -4.71264 -6.01615 0.62796 2.49
H 2.53425 6.67525 -5.93366 0.21
H 4.54964 6.82260 -4.39182 0.21
H 0.48272 5.28087 -5.14117 0.22
H 0.89533 -0.33005 -0.80418 0.22
H -0.14703 1.43751 3.11183 0.22
H -0.62010 -0.93597 3.61928 0.22
H -1.11786 -1.00975 -0.75959 0.20
H 4.61757 5.71910 -2.40029 0.25
H 0.72781 3.84073 -3.31121 0.22
H 2.50197 1.29335 -1.11476 0.22
H 1.54832 2.87349 2.89698 0.21
H -1.95309 -3.02818 3.50252 0.20
H -2.42927 -2.93200 -0.67574 0.23
H 1.88857 3.47047 -1.38867 0.40
H 3.66461 3.55880 1.63038 0.42
H -2.44788 -7.01555 0.95651 0.19
H -2.50431 -7.74638 2.56730 0.18
H -3.88480 -4.21308 2.25543 0.21
H -1.38704 -5.54411 2.49076 0.20
H -2.91200 -5.50517 3.52466 0.21